[1]
{
  "formula": "C8H8OSe",
  "method": "ωB97M-V/def2-TZVPD",
  "de_lowest_kj_mol": 0.0,
  "s_squared": 2.008,
  "lumo_energy_ha": [0.029, -0.082],
  "spin_multiplicity": 3,
  "elements": ["C", "C", "C", "C", "C", "C", "C", "C", "O", "Se", "H", "H", "H", "H", "H", "H", "H", "H"],
  "coordinates": [[-2.014, -0.649, -1.479], [-2.155, -1.209, -0.173], [-0.945, 0.050, -1.915], [-1.002, -1.104, 0.705], [0.055, 0.227, -1.040], [0.022, -0.328, 0.278], [1.326, 0.930, -1.053], [1.919, 0.524, 0.245], [1.045, -0.189, 0.986], [1.998, 1.264, 4.014], [-2.757, -0.667, -2.223], [-2.979, -1.705, 0.245], [-0.982, 0.236, -2.966], [-0.758, -1.717, 1.545], [1.281, 2.069, -1.176], [1.926, 0.626, -1.858], [2.781, 0.928, 0.708], [1.238, 0.714, 5.157]],
  "forces_ev_per_a": [[-2.261, -1.371, 2.451], [3.469, 1.282, -0.192], [0.402, -0.424, -0.431], [-2.198, -0.513, -1.906], [0.951, 0.326, 2.663], [-5.446, -1.124, -4.223], [0.960, 2.295, 0.189], [1.185, 0.779, -0.853], [4.470, 0.938, 3.063], [-0.158, -0.100, 0.198], [-1.490, -0.663, -0.325], [-1.228, -0.703, -0.228], [0.619, 0.858, -0.385], [-0.790, -0.178, 0.823], [-0.253, -1.166, 0.244], [1.138, -0.452, -1.376], [0.486, 0.120, 0.517], [0.146, 0.096, -0.228]],
  "nbo_charge": [-0.233, -0.186, -0.197, -0.254, -0.077, 0.284, -0.505, 0.099, -0.417, -0.056, 0.205, 0.215, 0.218, 0.219, 0.221, 0.231, 0.179, 0.053]
}



[2]
{
  "formula": "C28H38N2O8PbS3",
  "method": "ωB97M-V/def2-TZVPD",
  "de_lowest_kj_mol": 0.0,
  "lumo_energy_ha": [-0.337, -0.337],
  "total_charge": 2,
  "elements": ["Pb", "C", "C", "S", "C", "C", "S", "C", "C", "S", "H", "H", "H", "H", "H", "H", "H", "H", "H", "H", "H", "H", "O", "C", "O", "C", "O", "C", "C", "O", "O", "H", "H", "H", "H", "H", "C", "C", "C", "C", "C", "C", "N", "C", "C", "C", "C", "C", "C", "C", "O", "O", "C", "C", "H", "H", "H", "H", "H", "H", "H", "H", "H", "H", "H", "H", "H", "H", "C", "N", "C", "C", "O", "H", "H", "H", "H", "H", "H", "H"],
  "coordinates": [[-0.597, -0.029, 0.543], [0.941, -3.485, 0.529], [0.860, -3.266, 2.035], [-0.409, -2.066, 2.581], [0.507, -1.131, 3.839], [1.861, -0.543, 3.442], [2.016, 0.219, 1.784], [3.160, -0.937, 0.940], [2.694, -1.397, -0.433], [1.007, -2.044, -0.586], [0.057, -4.022, 0.181], [1.814, -4.099, 0.304], [1.812, -2.942, 2.443], [0.601, -4.217, 2.502], [0.645, -1.783, 4.702], [-0.187, -0.338, 4.112], [2.660, -1.278, 3.520], [2.092, 0.256, 4.146], [3.354, -1.775, 1.605], [4.097, -0.394, 0.812], [3.372, -2.164, -0.809], [2.679, -0.562, -1.133], [-1.358, 0.007, -4.877], [-1.368, -0.132, -3.550], [-0.736, -0.958, -2.947], [-2.329, 0.859, -2.898], [-1.775, 1.539, -1.800], [-0.784, 2.495, -2.104], [0.679, 2.082, -1.697], [1.512, 2.985, -1.872], [0.820, 0.918, -1.261], [-0.779, -0.658, -5.282], [-3.169, 0.281, -2.509], [-2.697, 1.560, -3.651], [-0.983, 3.383, -1.505], [-0.744, 2.754, -3.165], [1.257, 9.919, 0.297], [1.436, 8.477, -0.086], [1.897, 8.149, -1.374], [1.988, 6.832, -1.842], [1.691, 5.803, -1.002], [1.330, 6.104, 0.357], [1.207, 5.032, 1.134], [1.342, 4.915, 2.478], [2.142, 5.808, 3.227], [2.310, 5.598, 4.570], [1.690, 4.510, 5.191], [0.946, 3.592, 4.451], [0.760, 3.771, 3.101], [0.047, 2.726, 2.259], [-0.341, 1.694, 2.820], [-0.005, 2.956, 1.024], [1.105, 7.466, 0.797], [0.382, 7.813, 2.064], [1.720, 10.574, -0.438], [1.701, 10.127, 1.271], [0.199, 10.181, 0.357], [2.154, 8.958, -2.048], [2.306, 6.632, -2.855], [1.771, 4.754, -1.305], [0.857, 4.095, 0.706], [2.671, 6.602, 2.715], [2.941, 6.264, 5.143], [1.809, 4.366, 6.257], [0.478, 2.737, 4.919], [1.036, 8.323, 2.774], [-0.051, 6.948, 2.560], [-0.424, 8.510, 1.831], [-3.492, -3.369, -3.330], [-3.486, -2.694, -2.044], [-4.781, -2.363, -1.470], [-2.354, -2.395, -1.422], [-2.281, -1.794, -0.339], [-4.015, -4.323, -3.256], [-2.471, -3.547, -3.662], [-4.005, -2.753, -4.070], [-5.368, -3.272, -1.334], [-5.328, -1.694, -2.137], [-4.633, -1.883, -0.508], [-1.456, -2.724, -1.955]],
  "forces_ev_per_a": [[-0.469, 0.592, -0.905], [0.006, 0.268, -0.165], [-0.221, 0.069, 0.102], [0.356, -0.304, 0.144], [-0.122, -0.119, -0.193], [-0.001, 0.208, -0.151], [0.240, -0.255, 0.158], [-0.060, 0.218, 0.008], [-0.198, -0.095, -0.038], [0.193, -0.260, 0.269], [0.018, -0.048, 0.015], [-0.057, -0.103, 0.001], [0.013, -0.018, -0.003], [0.121, -0.039, -0.001], [0.000, 0.067, 0.060], [0.023, 0.009, 0.042], [0.014, 0.001, 0.046], [0.043, -0.073, 0.075], [-0.021, -0.002, 0.004], [0.047, -0.080, -0.001], [0.056, 0.044, -0.014], [0.031, -0.009, -0.007], [-0.043, 0.045, -0.150], [-0.096, 0.136, 0.049], [0.152, 0.197, -0.272], [0.058, 0.153, -0.062], [-0.073, -0.316, 0.174], [1.071, 0.005, 0.255], [-1.406, 0.748, -0.642], [0.211, -0.361, 0.359], [0.682, -0.465, 0.619], [0.040, -0.035, 0.124], [-0.034, -0.022, -0.042], [0.001, -0.013, 0.000], [-0.224, 0.135, -0.150], [-0.228, 0.040, 0.017], [-0.029, -0.017, -0.061], [-0.017, 0.057, 0.161], [-0.010, -0.173, 0.040], [0.101, -0.032, -0.060], [-0.054, -0.143, -0.209], [-0.164, -0.045, 0.317], [0.508, 0.961, -0.261], [-0.040, -0.134, 0.407], [0.069, -0.028, -0.132], [0.026, 0.099, 0.077], [-0.042, -0.022, -0.094], [-0.154, 0.034, 0.038], [0.281, 0.070, -0.211], [-0.086, -0.584, 0.546], [0.038, 0.376, 0.150], [-0.087, 0.062, -0.792], [0.097, 0.205, 0.045], [-0.097, 0.046, -0.059], [0.000, 0.015, 0.011], [0.004, 0.016, -0.006], [0.006, 0.006, -0.009], [-0.012, 0.023, 0.015], [0.004, 0.011, -0.004], [-0.060, 0.011, -0.045], [-0.329, -0.759, 0.107], [0.037, -0.062, 0.038], [-0.006, -0.014, 0.013], [0.026, -0.009, -0.001], [0.030, -0.010, 0.012], [-0.028, -0.005, -0.003], [-0.028, 0.043, 0.004], [0.008, 0.009, -0.028], [-0.001, -0.028, 0.009], [-0.163, 0.040, 0.019], [-0.003, 0.020, 0.013], [0.121, -0.260, 0.069], [0.044, -0.009, 0.048], [0.014, -0.005, 0.000], [0.011, -0.001, 0.016], [0.007, 0.000, -0.018], [0.003, -0.003, -0.010], [-0.004, 0.003, -0.002], [0.005, 0.008, -0.007], [-0.147, -0.093, 0.134]],
  "lowdin_charge": [1.313, -0.458, -0.459, 0.832, -0.497, -0.465, 0.865, -0.452, -0.473, 0.858, 0.079, 0.096, 0.057, 0.090, 0.092, 0.060, 0.074, 0.076, 0.070, 0.088, 0.095, 0.070, 0.144, -0.474, 0.055, -0.095, -0.172, -0.110, -0.649, -0.017, -0.189, 0.143, 0.138, 0.141, 0.120, 0.140, -0.014, -0.189, 0.089, 0.005, 0.092, -0.099, 0.242, -0.138, 0.017, -0.012, 0.030, 0.033, 0.004, -0.620, -0.075, -0.024, -0.104, -0.009, 0.093, 0.098, 0.104, 0.141, 0.135, 0.098, 0.127, 0.136, 0.130, 0.132, 0.134, 0.108, 0.091, 0.106, -0.023, -0.167, -0.013, -0.352, -0.184, 0.099, 0.094, 0.098, 0.101, 0.097, 0.089, 0.112]
}